{"formula": "C2H3N2OP", "method": "the ωB97M-V functional and the def2-TZVPD basis", "gap_ev": 9.89, "homo_energy_ha": -0.359, "largest_force_ev_per_a": 3.82, "e_above_lowest_ev": 2.793, "species": ["O", "C", "N", "N", "C", "P", "H", "H", "H"], "coordinates": [[0.485, -1.112, -0.138], [1.618, -0.555, -0.241], [1.814, 0.700, -0.103], [0.575, 1.297, -0.134], [-0.415, 0.596, -0.196], [-2.144, 0.485, -0.090], [2.444, -1.095, -0.407], [-2.162, 0.638, 1.359], [-2.215, -0.955, -0.051]], "lowdin_charge": [-0.0192, -0.3769, 0.0377, 0.0231, -0.4660, 0.8409, 0.0925, -0.0663, -0.0658]}

=====

{"formula": "C2H3N2OP", "method": "the ωB97M-V functional and the def2-TZVPD basis", "gap_ev": [8.12, 8.12], "homo_energy_ha": [-0.298, -0.298], "largest_force_ev_per_a": 4.11, "e_above_lowest_ev": 5.282, "species": ["C", "C", "N", "N", "O", "P", "H", "H", "H"], "coordinates": [[1.556, 0.836, -0.233], [-0.448, -0.207, -0.234], [2.001, -0.326, 0.090], [1.373, -1.342, 0.185], [0.147, 0.913, -0.373], [-2.135, -0.567, -0.362], [2.162, 1.755, -0.189], [-2.339, 0.534, 0.496], [-2.318, -1.596, 0.620]], "lowdin_charge": [-0.2172, -0.4865, -0.1541, 0.1296, -0.0572, 0.8241, 0.1168, -0.0784, -0.0771]}

=====

{"formula": "C2H3N2OPS", "method": "the ωB97M-V functional and the def2-TZVPD basis", "gap_ev": 7.52, "homo_energy_ha": -0.294, "largest_force_ev_per_a": 4.04, "e_above_lowest_ev": 3.404, "species": ["P", "O", "C", "N", "S", "H", "H", "C", "N", "H"], "coordinates": [[0.801, -0.390, -1.589], [0.365, 1.283, -1.286], [-0.489, 1.663, -0.398], [-1.030, 1.621, 0.661], [-2.095, 1.703, 1.816], [1.980, -0.297, -0.848], [1.767, 0.138, -2.666], [-0.432, -1.900, 1.468], [0.326, -1.885, 0.610], [-1.194, -1.936, 2.230]], "lowdin_charge": [0.8892, -0.3622, -0.2804, -0.5648, 0.4686, -0.1025, -0.0486, -0.0467, -0.0194, 0.0667]}

=====

{"formula": "C2H3N2OS", "method": "the ωB97M-V functional and the def2-TZVPD basis", "gap_ev": 7.13, "homo_energy_ha": -0.119, "largest_force_ev_per_a": 6.51, "charge": -1, "e_above_lowest_ev": 0.955, "species": ["C", "C", "N", "N", "O", "S", "H", "H", "H"], "coordinates": [[1.921, -0.201, 0.417], [-1.826, 0.501, -0.296], [-0.717, -1.548, -0.838], [-1.276, -0.535, -0.710], [2.677, -0.116, -0.538], [1.091, 1.016, 1.246], [-1.687, 0.694, 0.766], [1.600, -1.169, 0.899], [-1.785, 1.359, -0.947]], "lowdin_charge": [-1.0394, -0.1435, 0.1923, -0.2329, -0.1801, 0.3211, 0.0245, 0.0054, 0.0527]}

=====

{"formula": "C2H3N2OS", "method": "the ωB97M-V functional and the def2-TZVPD basis", "gap_ev": [7.48, 7.56], "homo_energy_ha": [-0.570, -0.555], "largest_force_ev_per_a": 5.70, "charge": 1, "e_above_lowest_ev": 5.978, "species": ["C", "C", "N", "N", "O", "S", "H", "H", "H"], "coordinates": [[0.205, -0.071, -0.379], [1.243, -0.023, 0.532], [-0.005, 0.628, -1.382], [2.911, 1.631, -0.955], [2.611, 2.029, -2.035], [2.777, 0.518, 0.121], [-0.241, -1.000, -0.084], [1.029, -0.229, 1.574], [-0.755, 0.406, -1.940]], "lowdin_charge": [-0.2999, -0.2705, 0.2117, -0.3320, 0.1781, 1.1960, 0.1390, 0.1136, 0.0641]}

=====

{"formula": "C2H3N2PS3", "method": "the ωB97M-V functional and the def2-TZVPD basis", "gap_ev": 7.78, "homo_energy_ha": -0.358, "largest_force_ev_per_a": 7.70, "e_above_lowest_ev": 1.455, "species": ["C", "C", "N", "N", "P", "S", "S", "S", "H", "H", "H"], "coordinates": [[-2.280, -1.269, 1.688], [0.056, -0.365, -0.255], [-2.360, -2.043, 2.489], [0.548, 0.069, 0.903], [-1.710, 0.260, -0.214], [0.569, -1.313, -1.415], [-2.120, 1.935, 0.513], [-2.661, -0.340, -1.913], [-0.172, 0.374, 1.577], [1.247, -0.556, 1.330], [-1.654, -1.216, -2.124]], "lowdin_charge": [-0.3165, -1.1257, -0.0475, 0.0197, -0.0002, 0.7393, 0.2883, 0.4928, 0.0490, 0.1327, -0.2320]}

=====

{"formula": "C2H3N3", "method": "the ωB97M-V functional and the def2-TZVPD basis", "gap_ev": 10.21, "homo_energy_ha": -0.346, "largest_force_ev_per_a": 0.39, "e_above_lowest_ev": 4.241, "species": ["N", "N", "C", "C", "N", "H", "H", "H"], "coordinates": [[1.074, -0.108, -0.109], [0.530, 1.038, 0.233], [-0.764, 0.795, 0.309], [-1.064, -0.602, 0.142], [0.195, -1.146, -0.086], [2.075, -0.237, -0.109], [-1.445, 1.603, 0.538], [-0.600, -1.343, -0.918]], "lowdin_charge": [-0.0809, 0.0572, -0.1906, -0.1217, -0.0402, 0.1518, 0.0827, 0.1417]}

=====

{"formula": "C2H3N3O", "method": "the ωB97M-V functional and the def2-TZVPD basis", "gap_ev": 9.92, "homo_energy_ha": -0.352, "largest_force_ev_per_a": 0.64, "e_above_lowest_ev": 3.483, "species": ["H", "N", "N", "C", "N", "C", "O", "H", "H"], "coordinates": [[-1.803, -1.952, 0.601], [-1.085, -1.224, 0.494], [-0.918, -1.054, -0.723], [0.054, 0.003, -0.958], [-0.275, 1.378, -0.376], [0.640, 0.695, 0.145], [1.514, 0.684, 1.130], [0.473, -0.026, -1.961], [1.401, 1.497, 1.648]], "lowdin_charge": [0.0634, 0.0761, -0.0278, -0.2562, 0.2181, -0.4564, 0.1340, 0.1140, 0.1348]}

=====

{"formula": "C2H3N3O", "method": "the ωB97M-V functional and the def2-TZVPD basis", "gap_ev": 10.24, "homo_energy_ha": -0.350, "largest_force_ev_per_a": 3.65, "e_above_lowest_ev": 2.867, "species": ["N", "C", "C", "N", "O", "N", "H", "H", "H"], "coordinates": [[-0.238, -0.393, -1.511], [0.033, 0.140, -0.268], [0.502, -0.427, 0.966], [0.391, 0.485, 1.967], [-0.057, 1.639, 1.322], [-0.344, 1.373, 0.017], [-0.358, -1.449, -1.425], [-0.895, 0.024, -2.144], [0.966, -1.392, 1.076]], "lowdin_charge": [0.0954, -0.4052, -0.0620, 0.0824, -0.1137, 0.0819, 0.1282, 0.0897, 0.1032]}

=====

{"formula": "C2H3N3O", "method": "the ωB97M-V functional and the def2-TZVPD basis", "gap_ev": 8.25, "homo_energy_ha": -0.321, "largest_force_ev_per_a": 1.75, "e_above_lowest_ev": 5.836, "species": ["O", "C", "N", "N", "C", "N", "H", "H", "H"], "coordinates": [[-0.978, -1.375, 0.599], [-0.114, -0.659, -1.254], [1.080, -0.121, -1.143], [1.017, 0.758, -0.055], [-0.135, 0.772, 0.535], [-0.921, -0.133, -0.157], [-1.387, -1.968, -0.057], [1.851, 1.267, 0.203], [-0.411, 1.459, 1.329]], "lowdin_charge": [-0.0511, -0.1513, -0.0041, 0.0452, -0.0768, -0.1471, 0.0864, 0.1557, 0.1432]}

=====

{"formula": "C2H3N3O", "method": "the ωB97M-V functional and the def2-TZVPD basis", "gap_ev": 10.23, "homo_energy_ha": -0.350, "largest_force_ev_per_a": 5.69, "e_above_lowest_ev": 1.582, "species": ["C", "C", "H", "H", "H", "N", "N", "N", "O"], "coordinates": [[0.000, -0.014, -0.837], [0.264, -0.295, 1.101], [1.319, 0.068, -2.352], [0.904, -0.267, 1.967], [-1.496, 0.477, 1.839], [0.895, -0.585, -0.081], [-0.953, 0.096, 0.955], [-1.228, 0.337, -0.408], [0.294, 0.183, -2.184]], "lowdin_charge": [-0.5481, -0.2062, 0.1630, 0.1214, 0.2159, 0.1419, -0.0184, 0.1265, 0.0039]}

=====

{"formula": "C2H3N3O", "method": "the ωB97M-V functional and the def2-TZVPD basis", "gap_ev": 9.14, "homo_energy_ha": -0.363, "largest_force_ev_per_a": 3.33, "e_above_lowest_ev": 2.744, "species": ["O", "C", "N", "C", "N", "N", "H", "H", "H"], "coordinates": [[1.231, 1.039, -1.165], [0.487, 0.320, -0.312], [-0.820, 0.170, -0.612], [-1.331, -0.570, 0.368], [-0.753, -1.062, 1.400], [0.965, -0.224, 0.767], [0.619, 1.314, -1.870], [-2.373, -0.916, 0.491], [1.974, -0.070, 0.931]], "lowdin_charge": [0.0941, -0.5693, 0.0830, -0.3706, 0.2316, 0.1574, 0.1223, 0.1323, 0.1190]}

=====

{"formula": "C2H3N3O", "method": "the ωB97M-V functional and the def2-TZVPD basis", "gap_ev": 8.38, "homo_energy_ha": -0.320, "largest_force_ev_per_a": 0.86, "e_above_lowest_ev": 4.092, "species": ["N", "C", "C", "N", "N", "O", "H", "H", "H"], "coordinates": [[0.928, -0.117, -1.966], [0.661, -0.014, -0.781], [-0.075, 0.128, 0.314], [0.316, 0.259, 1.662], [-1.468, -0.109, 0.049], [-1.777, -0.413, -1.085], [1.031, -1.102, -2.257], [-0.516, 0.294, 2.247], [0.899, 1.074, 1.816]], "lowdin_charge": [0.1861, -0.0993, -0.3709, 0.0636, -0.0053, -0.0405, 0.1018, 0.0822, 0.0822]}

=====

{"formula": "C2H3N3O", "method": "the ωB97M-V functional and the def2-TZVPD basis", "gap_ev": 9.71, "homo_energy_ha": -0.375, "largest_force_ev_per_a": 7.64, "e_above_lowest_ev": 4.962, "species": ["C", "C", "H", "H", "H", "N", "N", "N", "O"], "coordinates": [[-0.105, -0.355, 0.345], [0.986, -0.648, 1.284], [-1.049, 1.613, -1.290], [1.414, 0.452, -0.786], [-2.115, -0.656, 0.139], [0.366, 0.602, -0.554], [-1.222, -0.966, 0.743], [1.911, -0.862, 1.940], [-0.186, 0.819, -1.823]], "lowdin_charge": [-0.4294, -0.1829, 0.2948, 0.1790, 0.0997, -0.1218, 0.1126, 0.1656, -0.1176]}

=====

{"formula": "C2H3N3O", "method": "the ωB97M-V functional and the def2-TZVPD basis", "gap_ev": 9.97, "homo_energy_ha": -0.371, "largest_force_ev_per_a": 1.12, "e_above_lowest_ev": 5.284, "species": ["C", "C", "N", "O", "N", "N", "H", "H", "H"], "coordinates": [[-1.452, -0.158, 0.168], [0.507, -0.037, 0.008], [-0.116, -0.871, 0.610], [2.754, -0.329, 0.113], [2.469, 0.643, -0.548], [1.100, 0.865, -0.641], [-1.531, 0.867, 0.553], [-1.591, -0.160, -0.920], [-2.141, -0.819, 0.657]], "lowdin_charge": [-0.0382, -0.3373, 0.1511, -0.0438, -0.0703, 0.0747, 0.0931, 0.0930, 0.0776]}

=====

{"formula": "C2H3N3O", "method": "the ωB97M-V functional and the def2-TZVPD basis", "gap_ev": 11.03, "homo_energy_ha": -0.374, "largest_force_ev_per_a": 5.27, "e_above_lowest_ev": 4.776, "species": ["O", "N", "C", "C", "N", "N", "H", "H", "H"], "coordinates": [[-2.033, -0.100, -0.118], [-0.660, -0.004, 0.111], [0.222, 0.953, 0.105], [1.366, 0.257, -0.077], [1.193, -1.106, -0.073], [-0.229, -1.221, 0.101], [-2.007, -1.243, 0.072], [-0.226, 2.001, -0.106], [2.373, 0.463, -0.015]], "lowdin_charge": [-0.0242, -0.2779, -0.0685, -0.1737, 0.0620, 0.0133, 0.2313, 0.1668, 0.0709]}

=====

{"formula": "C2H3N3O", "method": "the ωB97M-V functional and the def2-TZVPD basis", "gap_ev": [9.73, 7.65], "homo_energy_ha": [-0.366, -0.345], "largest_force_ev_per_a": 4.84, "e_above_lowest_ev": 7.312, "species": ["O", "C", "N", "N", "C", "N", "H", "H", "H"], "coordinates": [[-1.611, -1.498, -0.999], [0.350, -0.879, -0.506], [1.411, -0.451, 0.124], [0.988, 0.747, 0.662], [-0.291, 1.007, 0.424], [-0.708, 0.018, -0.348], [-0.910, -2.138, -1.206], [1.647, 1.335, 1.130], [-0.877, 1.859, 0.719]], "lowdin_charge": [-0.1152, -0.0731, 0.0550, -0.0087, -0.1267, -0.0014, -0.0041, 0.1438, 0.1304]}

=====

{"formula": "C2H3N3O", "method": "the ωB97M-V functional and the def2-TZVPD basis", "gap_ev": [8.42, 8.42], "homo_energy_ha": [-0.300, -0.300], "largest_force_ev_per_a": 0.70, "e_above_lowest_ev": 4.483, "species": ["O", "C", "N", "N", "N", "C", "H", "H", "H"], "coordinates": [[2.156, 0.248, -0.465], [0.884, 0.098, -0.188], [0.126, 0.827, 0.622], [-2.123, -0.139, 0.517], [-0.932, -0.132, 0.174], [-0.105, -0.836, -0.636], [2.490, 1.016, 0.027], [-2.228, 0.630, 1.185], [-0.268, -1.712, -1.237]], "lowdin_charge": [0.1409, -0.4501, 0.1247, 0.1718, -0.2777, -0.0136, 0.1353, 0.0730, 0.0957]}

=====

{"formula": "C2H3N3O", "method": "the ωB97M-V functional and the def2-TZVPD basis", "gap_ev": 10.29, "homo_energy_ha": -0.353, "largest_force_ev_per_a": 0.95, "e_above_lowest_ev": 4.112, "species": ["N", "C", "N", "O", "C", "N", "H", "H", "H"], "coordinates": [[-0.539, -1.192, 1.264], [-0.207, -0.453, 0.208], [-0.375, 0.827, 0.585], [0.566, 1.571, -0.239], [0.914, 0.645, -1.150], [0.473, -0.567, -0.997], [-1.096, -2.035, 1.109], [-0.596, 0.237, 1.708], [1.567, 1.001, -1.951]], "lowdin_charge": [0.0760, -0.5448, 0.0459, 0.0051, -0.1787, 0.1559, 0.0661, 0.2334, 0.1411]}

=====

{"formula": "C2H3N3O2", "method": "the ωB97M-V functional and the def2-TZVPD basis", "gap_ev": 9.99, "homo_energy_ha": -0.349, "largest_force_ev_per_a": 1.01, "e_above_lowest_ev": 1.114, "species": ["N", "C", "N", "O", "C", "O", "N", "H", "H", "H"], "coordinates": [[0.861, 0.576, -1.527], [0.460, 0.189, -0.271], [1.226, 0.156, 0.773], [0.427, -0.411, 1.802], [-0.814, -0.669, 1.327], [-1.748, -1.156, 1.898], [-0.808, -0.262, 0.014], [0.224, 1.201, -2.002], [1.808, 0.934, -1.531], [-1.636, -0.558, -0.482]], "lowdin_charge": [0.1413, -0.4450, 0.1248, 0.0443, -0.5567, 0.1115, 0.1998, 0.1014, 0.1047, 0.1739]}